A:
17
Properties=species:S:1:pos:R:3:mulliken_charge:R:1 method="wB97M-V/def2-TZVPD" homo_energy_ev=-9.4 orbital_gap_ev=9.7 smiles="CC(=O)[C@]1(C=O)N=CCS1" charge=0
C 2.152 0.842 -1.135 -0.2474
C -0.371 2.042 0.272 -0.2596
C -1.036 -0.326 -0.752 0.2365
C 2.508 0.039 0.072 -0.5865
C 0.012 0.738 -0.355 1.1205
C -2.395 -0.270 0.043 -0.8685
N 0.976 1.080 -1.349 -0.5911
O -1.425 2.604 0.134 -0.4431
O -0.798 -1.189 -1.542 -0.5408
S 0.949 -0.403 0.848 -0.1607
H 2.727 1.109 -2.015 0.4229
H 0.501 2.463 0.804 0.3308
H 2.978 -0.855 -0.210 0.4119
H 3.094 0.711 0.651 0.3273
H -2.922 0.537 -0.590 0.2722
H -2.164 0.158 1.064 0.2698
H -2.768 -1.425 -0.005 0.3057

B:
17
Properties=species:S:1:pos:R:3:mulliken_charge:R:1 method="wB97M-V/def2-TZVPD" homo_energy_ev=-10.2 orbital_gap_ev=9.2 charge=0
C 2.165 -0.988 0.205 0.1448
C 0.160 -0.452 1.348 -0.2052
C -1.141 -0.339 1.384 -0.6813
C -1.359 -1.640 -1.146 -1.1360
C 1.033 -0.116 0.194 0.5199
C 0.940 0.645 -0.928 -0.5733
N 3.213 -1.527 0.247 -0.4849
O -1.830 0.953 -0.770 -0.5541
O -3.487 -0.490 0.366 -0.6338
S -2.133 -0.232 -0.103 1.1011
H 0.883 -0.904 2.075 0.3296
H -1.673 -0.722 2.241 0.4282
H -1.919 -2.460 -0.695 0.3693
H -0.262 -1.705 -0.942 0.3178
H -1.216 -1.349 -2.066 0.5133
H 1.710 0.464 -1.728 0.2695
H 0.503 1.587 -1.208 0.2753

Last place for stability: B

A:
18
Properties=species:S:1:pos:R:3:mulliken_charge:R:1 method="wB97M-V/def2-TZVPD" homo_energy_ev=-10.3 orbital_gap_ev=11.0 smiles="CNC=O.O.O.O" charge=0
C -1.636 0.371 -0.457 0.0385
N -1.545 -0.948 -0.076 -0.1255
C -1.623 -1.349 1.366 -0.7645
O -1.513 0.961 -1.517 -0.6203
H -1.722 1.043 0.380 0.3498
H -1.110 -1.576 -0.668 0.2253
H -2.086 -2.302 1.462 0.3253
H -0.548 -1.447 1.835 0.2389
H -2.139 -0.623 1.922 0.3170
H 2.195 0.033 -0.685 0.3743
H 3.193 0.765 0.059 0.3147
O 2.767 -0.036 0.070 -0.6267
H 1.367 -0.192 -3.045 0.3090
H 0.141 0.298 -2.200 0.3642
O 1.058 -0.085 -2.087 -0.7119
H 1.393 1.787 2.157 0.3044
H 1.175 0.467 1.666 0.3005
O 1.251 0.941 2.558 -0.6130

B:
18
Properties=species:S:1:pos:R:3:mulliken_charge:R:1 method="wB97M-V/def2-TZVPD" homo_energy_ev=-9.3 orbital_gap_ev=9.5 smiles="NCC=O.O.O.O" charge=0
O -0.511 3.038 1.883 -0.4455
C -0.874 2.488 0.876 0.0770
C -0.875 0.997 0.665 -0.5373
N 0.340 0.409 0.164 -0.4115
H -1.098 3.096 -0.025 0.3063
H -1.123 0.538 1.628 0.3192
H -1.732 0.725 0.038 0.3054
H 1.144 0.519 0.749 0.2460
H 0.714 0.764 -0.724 0.2116
H 1.507 -2.677 -0.842 0.3117
H 0.426 -2.163 -1.702 0.2976
O 1.221 -2.703 -1.764 -0.6331
H 0.401 0.088 -2.895 0.3028
H 1.858 0.246 -2.694 0.3521
O 1.035 0.735 -2.564 -0.7004
H -0.067 -2.846 1.835 0.3003
H -0.876 -3.594 0.741 0.3162
O -0.830 -3.399 1.680 -0.6183

Last place for stability: B

A:
13
Properties=species:S:1:pos:R:3:mulliken_charge:R:1 method="wB97M-V/def2-TZVPD" s2=0.752 homo_energy_ev="-4.3 / -9.7" orbital_gap_ev="4.9 / 10.2" multiplicity=2 charge=0
O -1.339 1.391 1.682 -0.5817
H -1.139 2.136 2.202 0.2772
H -2.068 0.847 2.110 0.2837
H -1.118 -0.015 0.230 0.0716
C 0.693 1.028 -0.729 -0.7511
S -0.214 -0.558 -0.598 -0.1459
C 1.208 -1.630 -0.262 -0.8964
H -0.076 1.928 -0.459 0.2701
H 1.510 0.981 0.049 0.2364
H 1.090 1.125 -1.754 0.3280
H 1.669 -2.054 -1.233 0.2238
H 0.914 -2.364 0.461 0.3554
H 1.934 -1.177 0.453 0.3290

B:
13
Properties=species:S:1:pos:R:3:mulliken_charge:R:1 method="wB97M-V/def2-TZVPD" s2=0.753 homo_energy_ev="-3.8 / -10.5" orbital_gap_ev="4.4 / 10.9" multiplicity=2 charge=0
O -2.479 0.549 -1.095 -0.6416
H -3.271 1.088 -1.180 0.2898
H -2.484 -0.142 -1.776 0.3161
H -0.765 0.326 -0.345 0.2421
C 1.116 -1.258 -0.535 -0.8276
S 0.060 -0.225 0.593 -0.3135
C 1.471 1.003 0.895 -0.9470
H 2.001 -0.711 -0.893 0.2977
H 0.555 -1.471 -1.442 0.3217
H 1.461 -2.170 -0.057 0.2840
H 1.111 1.611 1.719 0.2966
H 2.381 0.498 1.247 0.3264
H 1.751 1.631 0.050 0.3552

Last place for stability: A